Molecular formula: H29O15
Method: DFT, the ωB97M-V functional and the def2-TZVPD basis

## Properties
LUMO (hartree): 0.07820
Charge: -1

Last column: Löwdin charge in e.
CARTESIAN COORDINATES (ANGSTROEM)
O (0.358, -4.505, 0.858)  -0.05
H (0.616, -3.692, 1.256)  -0.01
H (4.758, 1.820, -0.350)  0.10
O (-0.956, 2.532, -2.620)  -0.14
H (-0.517, 2.309, -1.608)  0.17
H (-1.875, 2.660, -2.401)  0.02
O (5.208, 0.940, -0.727)  -0.12
H (4.593, 0.920, -1.447)  0.00
H (-1.472, -0.312, 5.148)  0.03
O (-3.313, -2.496, -2.492)  0.05
H (-2.769, -1.995, -2.140)  -0.12
H (-3.121, -3.452, -2.414)  0.08
O (-0.147, -1.139, 2.396)  -0.32
H (0.437, -1.607, 2.827)  -0.13
H (0.434, -0.422, 1.150)  0.02
O (1.669, 1.196, 3.435)  -0.05
H (1.401, 1.847, 4.056)  0.03
H (1.357, 0.363, 3.818)  0.05
O (-0.765, 1.416, 2.576)  -0.15
H (-0.770, 0.428, 2.527)  -0.03
H (0.205, 1.533, 2.273)  0.03
O (0.287, -3.705, -4.042)  -0.11
H (0.714, -3.458, -3.145)  0.08
H (0.725, -4.321, -0.028)  0.04
O (1.392, 1.739, -3.706)  -0.05
H (1.307, 1.755, -4.656)  0.03
H (0.583, 2.122, -3.386)  -0.05
O (0.820, 4.772, -2.830)  0.00
H (0.898, 4.000, -3.223)  -0.10
O (1.877, 1.981, 0.225)  -0.15
H (2.152, 2.065, 1.153)  0.00
H (1.527, 0.993, 0.081)  0.03
O (-4.869, -2.124, 1.972)  -0.11
H (-4.926, -2.466, 1.043)  0.04
H (-3.896, -2.371, 2.090)  0.07
O (0.914, -0.548, 0.214)  -0.15
H (1.600, -1.213, 0.143)  0.03
H (0.249, -2.870, -4.537)  0.03
O (-1.010, -1.128, 4.977)  -0.04
H (-0.804, -1.268, 4.108)  -0.09
H (1.341, 4.900, -2.037)  0.05
O (-2.217, 1.285, -0.278)  -0.11
H (-1.680, 1.055, 0.562)  0.05
H (-2.314, 0.460, -0.823)  0.05

---

Molecular formula: H2INP2
Method: DFT, the ωB97M-V functional and the def2-TZVPD basis

## Properties
LUMO (spin up / spin down) (hartree): -0.05244 / -0.04779
Charge: 0

Last column: Löwdin charge in e.
CARTESIAN COORDINATES (ANGSTROEM)
N (1.308, 0.334, 0.598)  -0.46
P (1.191, 0.856, -0.872)  0.57
P (-0.785, -1.763, 0.433)  0.08
I (-2.462, -0.890, -1.068)  0.13
H (1.601, 2.240, -0.692)  -0.14
H (-0.852, -0.778, 1.601)  -0.18

---

Molecular formula: H2INS
Method: DFT, the ωB97M-V functional and the def2-TZVPD basis

## Properties
LUMO (spin up / spin down) (hartree): -0.11819 / -0.11817
Charge: 0

Last column: Löwdin charge in e.
CARTESIAN COORDINATES (ANGSTROEM)
N (0.669, -1.191, -0.303)  -0.37
S (0.442, 0.276, 0.007)  0.80
I (-2.192, 2.235, 1.083)  -0.29
H (1.403, -1.682, 0.198)  0.01
H (-0.322, 0.361, -0.985)  -0.14

---

Molecular formula: H2IO
Method: DFT, the ωB97M-V functional and the def2-TZVPD basis

## Properties
LUMO (hartree): 0.13103
Charge: -1

Last column: Löwdin charge in e.
CARTESIAN COORDINATES (ANGSTROEM)
O (1.102, -0.970, 0.217)  -0.10
H (1.298, -1.269, -0.700)  0.04
H (0.318, -0.383, 0.125)  0.05
I (-2.718, 2.622, 0.357)  -0.98